No. 1
{"formula": "C5H7NO", "method": "ωB97M-V/def2-TZVPD", "gap_ev": 9.177, "e_homo_ev": -8.1, "smiles": "Cc1occc1N", "symbols": ["C", "C", "O", "C", "C", "C", "N", "H", "H", "H", "H", "H", "H", "H"], "coordinates": [[1.4709, -0.3854, -1.2355], [0.5030, 0.2346, -0.3106], [0.4752, 1.6034, -0.1603], [-0.6126, 1.9068, 0.5684], [-1.2765, 0.7712, 0.9633], [-0.4769, -0.3054, 0.4369], [-0.7673, -1.6765, 0.6271], [1.0837, -1.3695, -1.5192], [1.5982, 0.2111, -2.1422], [2.4488, -0.5221, -0.7711], [-0.7536, 2.9650, 0.7579], [-2.1380, 0.4393, 0.4053], [-1.5670, -1.7879, 1.2480], [0.0121, -2.0846, 1.1321]], "forces_ev_per_a": [[0.27, -0.05, -0.05], [0.31, -0.33, 0.25], [0.32, 0.11, 0.32], [0.02, 0.00, -0.23], [0.31, -0.39, -1.21], [0.90, 0.01, -0.07], [0.13, 0.01, 0.17], [0.09, 0.13, 0.04], [-0.01, -0.02, 0.09], [0.11, -0.02, -0.10], [-0.19, -0.24, -0.25], [-2.31, 0.86, 1.50], [0.08, 0.16, -0.24], [-0.03, -0.23, -0.21]]}

No. 2
{"formula": "C5H7NO", "method": "ωB97M-V/def2-TZVPD", "gap_ev": 9.844, "e_homo_ev": -9.4, "symbols": ["C", "C", "C", "N", "C", "O", "C", "H", "H", "H", "H", "H", "H", "H"], "coordinates": [[-0.5990, -1.8562, -0.4597], [0.0130, -0.5930, 0.1002], [-0.8805, 0.3899, 0.7544], [-0.4683, 1.5582, 1.0499], [0.8036, 2.3818, -1.0051], [1.5328, 3.1348, -0.5620], [1.3060, -0.2951, -0.0587], [-0.3849, -1.9553, -1.5288], [-1.6868, -1.8789, -0.3321], [-0.1903, -2.7412, 0.0419], [-1.9278, 0.0838, 0.8817], [-1.2206, 2.1546, 1.3881], [1.7514, 0.5525, 0.4507], [1.9537, -0.8923, -0.6940]], "forces_ev_per_a": [[-0.05, -0.06, -0.05], [0.26, 0.04, -0.08], [0.04, 0.19, 0.07], [-0.30, -0.33, 0.08], [0.87, 1.15, 0.15], [-0.71, -0.76, -0.55], [-0.08, -0.17, 0.12], [-0.04, 0.01, 0.14], [0.18, 0.05, -0.03], [-0.09, 0.16, -0.08], [0.13, 0.02, 0.00], [-0.02, -0.14, 0.17], [-0.14, -0.04, -0.17], [-0.04, -0.12, 0.24]]}

No. 3
{"formula": "C5H7NO", "method": "ωB97M-V/def2-TZVPD", "gap_ev": 10.456, "e_homo_ev": -9.5, "smiles": "C[C@]12N[C@H]1CC2=O", "symbols": ["C", "C", "N", "C", "C", "C", "O", "H", "H", "H", "H", "H", "H", "H"], "coordinates": [[-1.9531, 0.1254, 0.0881], [-0.4709, -0.0717, 0.0089], [0.1846, -1.1325, 0.7797], [0.6797, 0.2379, 0.9042], [1.6245, 0.5727, -0.2511], [0.5600, -0.1203, -1.1292], [0.6292, -0.8270, -2.0992], [-2.2594, 1.1271, -0.2275], [-2.3168, -0.0404, 1.1092], [-2.4333, -0.6087, -0.5621], [0.7479, -1.6941, 0.1305], [0.6957, 0.6252, 1.9146], [2.6342, 0.1548, -0.2097], [1.6777, 1.6516, -0.4564]], "forces_ev_per_a": [[0.02, -0.05, -0.11], [-0.21, -0.04, 0.02], [0.19, -0.50, 0.07], [0.10, 0.19, 0.32], [0.15, -0.08, 0.11], [0.01, -0.15, -0.62], [-0.17, 0.86, -0.01], [0.12, -0.13, -0.01], [0.23, 0.00, -0.19], [-0.09, 0.07, 0.02], [-0.05, -0.11, 0.75], [-0.09, 0.24, -0.21], [-0.12, -0.05, -0.17], [-0.10, -0.26, 0.03]]}

No. 4
{"formula": "C5H7NO", "method": "ωB97M-V/def2-TZVPD", "gap_ev": [9.312, 6.504], "e_homo_ev": [-9.7, -8.0], "symbols": ["C", "N", "C", "C", "C", "C", "O", "H", "H", "H", "H", "H", "H", "H"], "coordinates": [[-1.6842, -0.7205, -0.3024], [-1.7471, 0.6867, 0.0366], [-0.4426, 0.1088, -0.0976], [0.7004, 0.2717, 0.9753], [1.7347, -0.0544, -0.1434], [0.6243, 0.3266, -1.0506], [0.7614, 1.5848, 1.1189], [-1.8855, -1.4805, 0.4519], [-2.0204, -0.9628, -1.3086], [-1.9189, 0.8667, 1.0247], [0.6427, -0.3662, 1.8793], [2.0298, -1.0974, -0.3560], [2.6205, 0.5837, -0.0844], [0.5849, 0.2527, -2.1437]], "forces_ev_per_a": [[0.18, -0.54, 0.44], [-0.05, 0.51, 0.08], [-0.20, -0.01, -0.23], [0.38, -1.43, -0.18], [0.01, -0.14, -0.05], [0.13, 0.13, -1.33], [-0.17, 0.80, 0.85], [-0.09, 0.16, -0.09], [0.16, 0.03, 0.14], [-0.10, -0.06, -0.15], [-0.06, 0.42, -0.02], [-0.09, 0.13, 0.35], [-0.09, -0.08, -0.09], [-0.01, 0.09, 0.29]]}

No. 5
{"formula": "C5H7NO", "method": "ωB97M-V/def2-TZVPD", "gap_ev": 10.104, "e_homo_ev": -9.1, "smiles": "C1=N[C@H]2C[C@H]2CO1", "symbols": ["C", "N", "C", "C", "C", "C", "O", "H", "H", "H", "H", "H", "H", "H"], "coordinates": [[1.5677, -0.5529, 0.5430], [0.9458, -1.3309, -0.2314], [-0.4088, -1.0381, -0.5764], [-1.4203, -0.4665, 0.3579], [-0.7770, 0.5869, -0.4496], [0.4874, 1.2731, 0.0307], [1.0407, 0.5669, 1.1420], [2.6077, -0.7130, 0.7986], [-0.7526, -1.7059, -1.3806], [-1.2448, -0.5112, 1.4179], [-2.4314, -0.6871, 0.0418], [-1.3138, 1.1388, -1.2309], [0.4554, 2.3435, 0.2719], [1.2442, 1.0963, -0.7350]], "forces_ev_per_a": [[0.01, -0.66, 0.76], [-0.19, 0.30, 0.17], [0.12, 1.18, -0.67], [-0.31, -0.04, 0.42], [0.82, -0.81, -0.87], [-0.22, -0.12, -0.24], [0.21, -0.17, -0.10], [0.06, -0.20, 0.10], [-0.03, 0.81, 0.30], [-0.03, -0.02, 0.26], [-0.09, -0.06, 0.23], [0.10, -0.57, 0.23], [-0.40, -0.42, 0.03], [-0.04, 0.78, -0.63]]}

No. 6
{"formula": "C5H7NO", "method": "ωB97M-V/def2-TZVPD", "gap_ev": 9.439, "e_homo_ev": -8.7, "smiles": "CC=C=O.C#CN", "symbols": ["C", "C", "C", "O", "H", "H", "H", "H", "C", "C", "N", "H", "H", "H"], "coordinates": [[1.9903, -0.3495, -0.0537], [1.2311, 0.7660, -0.7237], [0.0511, 0.7639, -1.2922], [-0.9746, 0.8854, -1.8534], [1.7666, -0.4505, 1.0166], [3.0583, -0.1351, -0.1570], [1.7963, -1.3149, -0.5318], [1.7037, 1.7302, -0.8653], [-0.9476, -1.4838, 0.9622], [-1.7099, -0.5613, 0.8019], [-2.5881, 0.4508, 0.5899], [-0.3050, -2.3201, 1.1176], [-2.4828, 0.8667, -0.3305], [-2.5894, 1.1521, 1.3194]], "forces_ev_per_a": [[0.08, -0.17, 0.01], [-0.16, 0.04, -0.15], [-0.48, 0.16, -0.42], [0.81, -0.23, 0.46], [-0.04, 0.13, -0.27], [-0.15, -0.12, 0.03], [0.02, 0.18, 0.10], [0.07, 0.09, 0.10], [-0.42, 0.37, -0.04], [0.34, -0.39, 0.10], [0.13, -0.02, 0.02], [-0.13, 0.13, -0.02], [-0.06, -0.06, 0.14], [-0.01, -0.11, -0.06]]}

No. 7
{"formula": "C5H7NO", "method": "ωB97M-V/def2-TZVPD", "gap_ev": [8.603, 8.603], "e_homo_ev": [-8.6, -8.6], "symbols": ["C", "C", "O", "C", "C", "N", "C", "H", "H", "H", "H", "H", "H", "H"], "coordinates": [[0.7115, -0.5467, 1.3481], [1.2429, -0.7541, -0.0565], [0.2467, -1.4138, -0.8327], [-0.5632, -0.2216, -1.1139], [-1.3191, 0.2618, 0.0467], [-0.2012, 0.5375, 0.8193], [0.5708, 0.6149, -0.4192], [0.1712, -1.3726, 1.8105], [1.4215, -0.0966, 2.0456], [2.2595, -1.0811, -0.2768], [-0.9167, -0.1994, -2.1444], [-1.0198, 1.8891, -0.7046], [-2.3554, 0.3023, 0.3685], [-0.1429, 1.9456, -0.8246]], "forces_ev_per_a": [[0.10, -0.21, 0.15], [0.33, -0.15, 0.16], [-0.01, -0.13, -0.01], [-0.29, 0.19, -0.28], [-0.14, -0.10, 0.10], [-0.21, 0.24, 0.01], [0.16, 0.17, -0.10], [0.09, 0.11, -0.07], [-0.09, -0.06, -0.11], [-0.16, 0.05, 0.04], [0.04, 0.01, 0.17], [0.07, -0.05, 0.01], [0.15, -0.02, -0.06], [-0.05, -0.06, -0.01]]}

No. 8
{"formula": "C5H7NO", "method": "ωB97M-V/def2-TZVPD", "gap_ev": 9.957, "e_homo_ev": -9.1, "symbols": ["C", "C", "C", "C", "C", "H", "H", "H", "H", "H", "H", "H", "N", "O"], "coordinates": [[-0.8020, -0.0081, -0.5942], [-0.5040, 0.0785, 0.9737], [0.5070, 0.8462, -0.4217], [1.5056, -0.2693, 0.0068], [0.7979, -0.7061, 0.9747], [-0.3266, -1.7596, -1.5351], [-1.6959, 0.6289, -0.9737], [-1.4314, -0.0838, 1.4955], [-0.9010, 1.9830, 0.5027], [0.6515, 1.3092, -1.4002], [2.5819, -0.3841, -0.1873], [0.8940, -1.8183, 1.5106], [-0.1562, 1.4279, 0.8952], [-1.1209, -1.2445, -1.2470]], "forces_ev_per_a": [[-1.74, 0.34, 0.51], [-3.71, -3.07, -0.53], [0.28, -0.06, -3.34], [1.50, 3.32, -1.25], [-2.24, -6.30, 4.69], [-0.75, 0.77, 0.63], [1.47, -0.56, 1.17], [0.32, -0.88, 1.40], [-0.58, 0.13, 0.19], [0.86, 1.40, 0.72], [-0.91, -0.17, -0.43], [0.03, 3.45, -0.93], [3.53, 1.52, -2.63], [1.94, 0.11, -0.19]]}

No. 9
{"formula": "C5H7NO", "method": "ωB97M-V/def2-TZVPD", "gap_ev": 10.993, "e_homo_ev": -10.0, "symbols": ["N", "C", "O", "C", "C", "C", "C", "H", "H", "H", "H", "H", "H", "H"], "coordinates": [[2.5899, 0.2525, 0.3505], [1.4397, -0.1226, 0.0223], [0.8611, -1.3441, -0.2684], [-0.3185, -0.6709, -0.8166], [-1.4286, -0.5220, 0.2320], [-0.8416, 0.8493, 0.6574], [0.2744, 0.7032, -0.3983], [3.2726, -0.4896, 0.4667], [-0.5575, -1.0428, -1.8167], [-1.4296, -1.3088, 0.9879], [-2.4328, -0.4538, -0.1962], [-0.4837, 0.9329, 1.6849], [-1.5265, 1.6759, 0.4542], [0.6189, 1.5513, -0.9956]], "forces_ev_per_a": [[-0.16, -0.37, 0.07], [0.41, 0.40, 0.01], [0.20, 0.06, 0.05], [-0.25, -0.15, -0.13], [-0.13, -0.15, 0.08], [-0.07, 0.08, 0.20], [0.15, 0.34, -0.23], [-0.10, -0.23, 0.07], [0.18, 0.21, 0.18], [0.05, 0.05, -0.07], [0.17, 0.02, -0.01], [-0.06, 0.01, -0.08], [0.18, -0.08, -0.01], [-0.57, -0.18, -0.14]]}

No. 10
{"formula": "C5H7NO", "method": "ωB97M-V/def2-TZVPD", "gap_ev": 9.078, "e_homo_ev": -8.3, "smiles": "CC1=CNC(=O)C1", "symbols": ["C", "C", "C", "N", "C", "O", "C", "H", "H", "H", "H", "H", "H", "H"], "coordinates": [[1.6659, -1.0014, -0.3403], [0.5852, -0.0105, -0.0068], [-0.0696, -0.0268, 1.1683], [-1.3081, 0.5936, 1.1510], [-1.8939, 0.5791, -0.2997], [-2.9974, 0.9237, -0.6036], [-0.1930, 0.7387, -0.9958], [1.3575, -1.6472, -1.1751], [1.8506, -1.6576, 0.5187], [2.6163, -0.5383, -0.6200], [0.2254, -0.6586, 2.0036], [-1.8302, 0.4408, 2.0186], [-0.3252, 1.7990, -0.7793], [0.1350, 0.5952, -2.0425]], "forces_ev_per_a": [[0.15, 0.08, -0.03], [-0.28, -0.24, 0.40], [0.31, -0.35, -0.40], [-0.68, -0.49, -1.05], [1.35, 1.34, 1.22], [1.81, -0.87, 0.29], [-1.65, -0.30, 0.14], [0.03, 0.17, 0.14], [0.01, 0.17, -0.15], [-0.08, 0.01, -0.02], [-0.15, 0.25, -0.01], [-0.44, 0.17, -0.91], [0.57, 0.20, -0.07], [-0.94, -0.14, 0.44]]}

Values of relative energy (zero: lowest compared OMol25 entry of this formula, charge and spin), in order: 59.7 40.8 55.7 146.4 53.4 76.3 189.1 116.8 44.4 43.7, all in kcal per mole.